Record 1
Density functional theory data (ωB97M-V/def2-TZVPD) for 11 unconnected molecules or ions with the total composition C44H88O33.

Last column: Löwdin charge in e.
Element x y z (Å)
C1 1.03 3.94 -5.45  -0.037
C2 2.25 4.69 -4.97  -0.177
O1 2.65 4.43 -3.61  0.012
C3 3.25 3.29 -3.30  -0.632
O2 3.44 2.37 -4.04  0.138
O3 3.69 3.43 -2.05  0.011
C4 4.48 2.35 -1.54  -0.024
H1 1.30 3.04 -6.00  0.058
H2 0.51 4.57 -6.18  0.077
H3 0.36 3.70 -4.62  0.078
H4 2.01 5.75 -4.90  0.120
H5 3.13 4.62 -5.62  0.129
H6 5.53 2.64 -1.55  0.097
H7 4.37 1.44 -2.13  0.089
H8 4.18 2.20 -0.51  0.094
C5 -0.96 -4.28 -0.60  -0.059
C6 -1.69 -4.31 0.76  -0.187
O4 -0.80 -4.51 1.84  0.019
C7 -0.43 -5.76 2.11  -0.611
O5 -0.81 -6.75 1.55  0.140
O6 0.44 -5.71 3.11  -0.004
C8 1.14 -6.90 3.47  -0.013
H9 -1.74 -4.11 -1.35  0.069
H10 -0.48 -5.23 -0.79  0.082
H11 -0.24 -3.47 -0.64  0.057
H12 -2.36 -5.18 0.75  0.130
H13 -2.16 -3.33 0.85  0.102
H14 1.71 -7.32 2.64  0.105
H15 0.48 -7.61 3.96  0.087
H16 1.83 -6.56 4.24  0.083
C9 -4.43 1.22 5.30  -0.052
C10 -3.80 -0.17 5.32  -0.240
O7 -3.16 -0.42 6.55  0.047
C11 -1.88 -0.08 6.64  -0.627
O8 -1.28 0.49 5.77  0.108
O9 -1.39 -0.49 7.80  0.021
C12 0.01 -0.33 8.01  -0.025
H17 -4.99 1.32 6.23  0.083
H18 -5.08 1.44 4.46  0.079
H19 -3.61 1.93 5.25  0.076
H20 -3.11 -0.37 4.49  0.111
H21 -4.59 -0.89 5.07  0.124
H22 0.16 0.51 8.68  0.103
H23 0.51 -0.11 7.06  0.060
H24 0.44 -1.23 8.45  0.096
C13 0.45 1.70 -2.58  -0.030
C14 0.85 0.59 -1.64  -0.186
O10 0.31 0.70 -0.31  0.051
C15 0.60 -0.31 0.50  -0.617
O11 1.26 -1.28 0.26  0.127
O12 -0.04 -0.10 1.65  0.006
C16 0.22 -1.03 2.70  -0.019
H25 0.61 1.34 -3.60  0.063
H26 1.02 2.62 -2.43  0.057
H27 -0.60 1.98 -2.49  0.089
H28 1.94 0.52 -1.54  0.129
H29 0.50 -0.37 -2.03  0.086
H30 -0.20 -0.72 3.65  0.080
H31 1.29 -1.10 2.89  0.083
H32 -0.13 -1.99 2.34  0.089
C17 -1.73 7.49 -6.19  -0.063
C18 -1.62 7.95 -4.73  -0.193
O13 -1.29 6.77 -3.97  0.025
C19 -0.68 6.95 -2.80  -0.602
O14 -0.27 7.99 -2.35  0.127
O15 -0.57 5.74 -2.23  -0.017
C20 0.46 5.54 -1.26  -0.018
H33 -2.52 6.76 -6.33  0.069
H34 -0.74 7.09 -6.40  0.080
H35 -1.97 8.35 -6.82  0.083
H36 -2.57 8.35 -4.37  0.126
H37 -0.86 8.70 -4.56  0.119
H38 0.46 6.27 -0.45  0.096
H39 1.38 5.60 -1.84  0.086
H40 0.33 4.52 -0.92  0.088
C21 1.47 2.60 4.13  -0.054
C22 1.93 1.67 5.23  -0.207
O16 3.35 1.50 5.11  0.049
C23 3.96 0.74 6.01  -0.597
O17 3.48 0.08 6.90  0.120
O18 5.27 0.89 5.80  -0.001
C24 6.23 0.19 6.56  -0.047
H41 1.90 3.60 4.15  0.079
H42 0.40 2.76 4.25  0.082
H43 1.64 2.16 3.15  0.074
H44 1.40 0.73 5.08  0.101
H45 1.69 2.14 6.18  0.132
H46 6.47 -0.79 6.13  0.097
H47 5.98 0.14 7.62  0.096
H48 7.15 0.78 6.51  0.093
C25 -1.74 -3.14 4.86  -0.043
C26 -2.56 -4.15 5.64  -0.211
O19 -2.98 -5.22 4.82  0.054
C27 -2.54 -6.45 4.98  -0.613
O20 -1.86 -6.86 5.89  0.126
O21 -2.99 -7.17 3.97  0.005
C28 -2.67 -8.53 3.84  -0.039
H49 -2.27 -2.65 4.05  0.082
H50 -0.94 -3.72 4.40  0.071
H51 -1.19 -2.46 5.51  0.075
H52 -3.44 -3.73 6.13  0.126
H53 -2.02 -4.46 6.54  0.122
H54 -2.78 -8.83 2.80  0.097
H55 -3.23 -9.20 4.49  0.099
H56 -1.59 -8.63 4.02  0.083
C29 1.75 -4.29 6.63  -0.044
C30 2.14 -2.96 6.03  -0.208
O22 2.01 -2.85 4.63  0.031
C31 2.86 -3.58 3.89  -0.593
O23 3.66 -4.38 4.25  0.146
O24 2.65 -3.22 2.60  -0.018
C32 3.48 -3.84 1.65  -0.044
H57 0.68 -4.52 6.55  0.072
H58 2.10 -4.48 7.64  0.086
H59 2.24 -5.11 6.09  0.062
H60 3.17 -2.70 6.29  0.125
H61 1.53 -2.19 6.51  0.097
H62 4.52 -3.56 1.85  0.101
H63 3.28 -3.42 0.67  0.078
H64 3.39 -4.93 1.59  0.097
C33 3.85 0.82 -7.07  -0.052
C34 2.66 0.37 -6.25  -0.239
O25 3.11 -0.46 -5.20  0.065
C35 2.25 -0.95 -4.34  -0.611
O26 1.04 -0.88 -4.38  0.111
O27 2.90 -1.64 -3.42  0.019
C36 2.16 -2.46 -2.55  -0.051
H65 4.40 1.60 -6.54  0.071
H66 3.49 1.41 -7.93  0.080
H67 4.41 -0.03 -7.43  0.082
H68 1.99 -0.18 -6.92  0.127
H69 2.03 1.19 -5.91  0.083
H70 2.81 -2.84 -1.77  0.091
H71 1.81 -3.34 -3.10  0.108
H72 1.33 -1.96 -2.07  0.046
C37 -1.37 1.07 -5.94  -0.057
C38 -2.20 1.49 -7.15  -0.192
O28 -1.80 2.80 -7.50  0.028
C39 -2.58 3.61 -8.21  -0.605
O29 -3.63 3.36 -8.71  0.146
O30 -1.93 4.78 -8.20  -0.024
C40 -2.42 5.88 -8.95  -0.056
H73 -1.22 1.85 -5.19  0.065
H74 -0.40 0.69 -6.27  0.059
H75 -1.88 0.29 -5.38  0.069
H76 -3.28 1.40 -7.00  0.125
H77 -1.94 0.82 -7.98  0.127
H78 -1.67 6.65 -9.07  0.091
H79 -3.34 6.22 -8.46  0.094
H80 -2.74 5.54 -9.94  0.096
C41 -2.64 -1.73 -1.06  -0.074
C42 -2.83 -0.81 -2.25  -0.186
O31 -4.14 -0.24 -2.15  0.059
C43 -4.39 0.82 -2.90  -0.601
O32 -3.71 1.35 -3.73  0.135
O33 -5.64 1.21 -2.61  -0.001
C44 -6.07 2.42 -3.20  -0.050
H81 -3.32 -2.57 -1.01  0.088
H82 -2.86 -1.19 -0.14  0.095
H83 -1.58 -2.01 -1.03  0.054
H84 -2.71 -1.38 -3.17  0.136
H85 -2.06 -0.04 -2.19  0.113
H86 -5.66 3.25 -2.62  0.099
H87 -7.15 2.51 -3.10  0.091
H88 -5.83 2.49 -4.26  0.093

Results
gap between HOMO and LUMO: 11.14 eV

---

Record 2
Density functional theory data (ωB97M-V/def2-TZVPD) for a molecular structure, C44H89F2HfN2O21S5.

Last column: Löwdin charge in e.
Element x y z (Å)
Hf1 -15.96 -11.25 6.73  2.072
C1 -18.12 -8.99 3.56  -0.023
C2 -17.69 -7.66 4.15  -0.471
C3 -18.95 -6.75 4.24  -0.143
C4 -18.93 -5.51 5.12  -0.147
C5 -18.44 -5.86 6.60  -0.110
C6 -17.23 -6.78 6.58  -0.402
N1 -17.14 -7.84 5.52  -0.045
O1 -16.29 -8.97 5.74  -0.239
C7 -17.34 -7.46 8.03  -0.024
C8 -15.99 -5.83 6.37  0.004
C9 -16.74 -6.96 3.18  -0.001
H1 -17.32 -9.34 2.90  0.051
H2 -18.95 -8.91 2.86  0.090
H3 -18.48 -9.67 4.33  0.089
H4 -19.81 -7.36 4.51  0.103
H5 -19.28 -6.41 3.26  0.110
H6 -19.78 -4.86 4.90  0.114
H7 -18.25 -4.75 4.73  0.077
H8 -19.30 -6.46 6.89  0.102
H9 -18.41 -4.97 7.24  0.131
H10 -17.34 -6.93 8.98  0.073
H11 -16.50 -8.12 8.23  0.026
H12 -18.17 -8.16 8.02  0.073
H13 -15.09 -6.39 6.12  0.070
H14 -15.70 -5.18 7.20  0.080
H15 -16.11 -5.23 5.47  0.047
H16 -15.71 -7.20 3.46  0.065
H17 -16.78 -5.89 3.42  0.054
H18 -17.15 -7.06 2.17  0.096
F1 -16.44 -10.57 8.95  -0.564
F2 -16.81 -11.96 4.63  -0.562
C10 -16.00 -4.59 10.18  -0.008
C11 -15.81 -3.14 10.23  -0.619
O2 -16.09 -2.45 9.23  0.014
N2 -15.16 -2.66 11.23  0.029
C12 -14.57 -1.30 11.33  -0.021
H19 -16.94 -4.81 9.69  0.078
H20 -15.97 -5.09 11.14  0.089
H21 -15.14 -4.85 9.56  0.081
H22 -14.96 -3.30 12.00  0.139
H23 -14.12 -1.15 10.35  0.066
H24 -13.86 -1.16 12.14  0.087
H25 -15.29 -0.49 11.43  0.088
C13 -15.31 -2.60 2.56  -0.040
C14 -15.81 -3.13 4.00  -0.174
O3 -14.71 -3.33 4.87  0.009
C15 -14.08 -2.37 5.51  -0.521
O4 -14.34 -1.11 5.36  0.068
O5 -13.33 -2.87 6.47  0.013
C16 -12.87 -1.95 7.44  -0.056
H26 -14.54 -3.23 2.12  0.044
H27 -14.80 -1.64 2.71  0.070
H28 -16.01 -2.36 1.76  0.069
H29 -16.40 -3.98 3.67  0.073
H30 -16.53 -2.37 4.30  0.128
H31 -12.19 -2.33 8.20  0.089
H32 -13.55 -1.39 8.08  0.084
H33 -12.21 -1.21 6.99  0.102
C17 -22.53 -2.56 -3.47  -0.057
C18 -21.61 -3.40 -2.52  -0.182
O6 -21.52 -4.83 -2.72  0.044
C19 -20.78 -5.63 -1.94  -0.548
O7 -20.84 -6.82 -1.91  0.140
O8 -19.85 -4.87 -1.23  -0.068
C20 -18.90 -5.34 -0.22  -0.017
H34 -22.19 -2.43 -4.49  0.073
H35 -22.46 -1.51 -3.19  0.069
H36 -23.61 -2.65 -3.38  0.072
H37 -21.84 -3.15 -1.48  0.119
H38 -20.60 -3.01 -2.64  0.114
H39 -18.65 -6.36 -0.50  0.071
H40 -19.32 -5.37 0.78  0.075
H41 -18.01 -4.70 -0.25  0.095
C21 -13.21 -8.20 -4.52  -0.054
C22 -13.54 -7.65 -3.15  -0.245
O9 -14.16 -8.66 -2.32  -0.012
C23 -15.02 -8.34 -1.25  -0.501
O10 -15.06 -7.27 -0.66  0.109
O11 -15.61 -9.47 -0.79  -0.030
C24 -16.89 -9.42 -0.13  -0.019
H42 -12.95 -7.29 -5.06  0.088
H43 -14.12 -8.61 -4.96  0.087
H44 -12.43 -8.92 -4.27  0.086
H45 -14.15 -6.74 -3.19  0.123
H46 -12.64 -7.35 -2.61  0.118
H47 -16.68 -9.15 0.90  0.047
H48 -17.32 -10.42 -0.09  0.105
H49 -17.67 -8.73 -0.46  0.096
C25 -22.64 -7.09 3.13  -0.238
C26 -24.06 -6.88 3.63  -0.174
C27 -24.55 -8.36 4.08  -0.180
S1 -23.91 -9.54 2.86  0.692
O12 -25.00 -9.89 1.97  -0.331
O13 -23.12 -10.59 3.53  -0.353
C28 -22.75 -8.30 2.13  -0.197
H50 -21.94 -7.35 3.93  0.086
H51 -22.21 -6.17 2.72  0.108
H52 -24.51 -6.52 2.70  0.111
H53 -24.12 -6.18 4.47  0.108
H54 -25.61 -8.61 4.07  0.098
H55 -23.97 -8.65 4.95  0.077
H56 -23.36 -7.99 1.28  0.094
H57 -21.79 -8.72 1.87  0.091
C29 -13.25 -6.38 2.78  -0.192
C30 -12.11 -6.77 1.82  -0.212
C31 -11.07 -5.59 1.49  -0.168
S2 -11.27 -4.48 2.91  0.675
O14 -11.95 -3.26 2.51  -0.314
O15 -10.08 -4.33 3.70  -0.318
C32 -12.41 -5.59 3.79  -0.221
H58 -13.92 -7.22 2.98  0.072
H59 -13.82 -5.67 2.17  0.108
H60 -12.36 -7.18 0.84  0.099
H61 -11.65 -7.62 2.31  0.087
H62 -11.23 -5.05 0.56  0.100
H63 -10.06 -6.01 1.42  0.100
H64 -12.86 -5.08 4.65  0.084
H65 -11.67 -6.28 4.19  0.088
C33 -13.23 -10.76 1.42  -0.186
C34 -12.48 -12.02 1.88  -0.182
C35 -12.21 -11.99 3.47  -0.118
S3 -13.44 -10.67 4.02  0.808
O16 -12.68 -9.39 4.03  -0.329
O17 -14.26 -11.09 5.18  -0.519
C36 -14.39 -10.55 2.47  -0.178
H66 -13.65 -10.85 0.42  0.124
H67 -12.48 -10.00 1.65  0.098
H68 -11.52 -12.08 1.38  0.118
H69 -13.07 -12.90 1.65  0.116
H70 -11.23 -11.53 3.58  0.101
H71 -12.42 -12.90 4.03  0.101
H72 -14.89 -9.59 2.53  0.084
H73 -15.15 -11.32 2.33  0.115
C37 -11.87 -6.96 7.43  -0.171
C38 -12.35 -6.83 8.93  -0.220
C39 -13.63 -7.64 9.13  -0.161
S4 -13.04 -9.30 8.41  0.830
O18 -14.18 -9.94 7.68  -0.523
O19 -12.27 -10.05 9.44  -0.323
C40 -11.70 -8.51 7.30  -0.155
H74 -10.91 -6.48 7.27  0.125
H75 -12.59 -6.50 6.75  0.093
H76 -12.60 -5.77 8.90  0.107
H77 -11.49 -6.97 9.59  0.126
H78 -14.32 -7.20 8.41  0.075
H79 -14.06 -7.80 10.11  0.117
H80 -11.86 -8.86 6.28  0.060
H81 -10.72 -8.83 7.63  0.108
C41 -22.60 -7.05 10.41  -0.199
C42 -21.14 -7.62 10.24  -0.198
C43 -21.35 -9.04 9.61  -0.185
S5 -23.14 -9.21 8.96  0.718
O20 -24.03 -9.81 9.92  -0.324
O21 -23.24 -9.49 7.52  -0.361
C44 -23.42 -7.37 9.06  -0.185
H82 -22.54 -5.98 10.60  0.099
H83 -23.15 -7.45 11.26  0.103
H84 -20.50 -7.46 11.10  0.109
H85 -20.66 -6.99 9.49  0.086
H86 -21.02 -9.86 10.25  0.093
H87 -20.69 -9.19 8.75  0.072
H88 -24.46 -7.06 8.93  0.101
H89 -22.85 -7.04 8.19  0.078

Results
charge: +1
gap between HOMO and LUMO: 5.02 eV